1.
Molecular formula: C5H8O4
Method: DFT, ωB97M-V/def2-TZVPD

Output
Energy above the lowest of the compared OMol25 structures with the same formula, charge and spin = 1.22 kcal/mol
Kohn-Sham gap = 8.07 eV
Net charge = -2
Highest occupied orbital energy = -1.768 eV

Element x y z (Å)
1 C 1.387 -0.421 -0.928
2 H -1.025 1.776 0.450
3 H 0.333 -2.240 -0.125
4 H 2.327 -0.252 -0.413
5 O -1.661 3.944 1.854
6 O 3.376 -2.496 -1.181
7 O 2.163 -3.753 0.191
8 O -3.748 3.140 1.523
9 H 0.520 -2.303 -1.747
10 H 1.568 -0.048 -1.924
11 H 0.537 0.209 -0.633
12 C 1.060 -1.899 -0.881
13 C 2.286 -2.774 -0.613
14 H -2.714 1.336 0.215
15 C -1.989 1.702 0.947
16 H -1.925 1.009 1.780
17 C -2.494 3.072 1.484

Force components x, y, z for each atom (eV/Å):
C -0.713 0.269 -0.427
H 0.232 0.019 0.184
H 0.314 0.855 0.360
H -0.206 0.301 0.489
O -0.291 -0.659 -0.328
O -0.512 0.610 -0.300
O -0.687 0.692 -0.480
O -0.049 0.278 0.087
H 0.499 0.358 -0.552
H 0.291 -0.281 -0.705
H 0.393 -0.151 0.648
C -0.742 -1.221 0.403
C 1.463 -1.557 0.523
H 0.007 -0.104 0.219
C -0.001 0.618 -0.414
H 0.062 -0.201 0.086
C -0.062 0.175 0.209



2.
Molecular formula: C9H10Cl2CrNO6S
Method: DFT, ωB97M-V/def2-TZVPD

Output
<S²> = 3.79
2S+1 = 4
Kohn-Sham gap (alpha / beta) = 8.43 / 8.80 eV
Highest occupied orbital energy (alpha / beta) = -9.583 / -9.626 eV

Element x y z (Å)
1 Cl -2.129 2.104 2.634
2 H -0.433 -1.770 -2.644
3 O 0.920 1.334 1.541
4 H 2.883 -0.841 0.140
5 H -3.626 2.785 0.870
6 H 2.447 -1.199 -2.172
7 C 1.860 -0.509 0.322
8 S -0.771 3.219 -1.625
9 H 1.483 1.186 -1.074
10 C -0.213 -1.575 -0.468
11 H 1.283 -2.718 0.380
12 H -4.526 1.787 2.081
13 H -1.219 -2.021 -0.361
14 O -0.359 -0.080 -0.664
15 C -3.655 1.939 1.537
16 Cr -0.889 0.928 0.898
17 O 0.162 2.570 -2.597
18 Cl -3.413 0.449 0.578
19 C 2.034 0.667 1.351
20 C 0.897 -1.707 0.613
21 C 0.302 -1.586 2.049
22 N -1.208 2.678 -0.295
23 C 1.427 -0.782 -2.101
24 H 1.394 -0.227 -3.033
25 O 0.631 -2.282 2.982
26 O 3.108 0.955 1.821
27 C 0.361 -1.885 -1.887
28 C 1.228 0.103 -0.926
29 H 0.732 -2.855 -2.046
30 O -0.710 -0.668 2.096

Force components x, y, z for each atom (eV/Å):
Cl -1.662 0.084 -0.346
H 0.084 0.093 0.478
O -1.056 0.509 -0.393
H -0.193 -0.098 -0.277
H 0.017 0.136 -0.035
H -0.319 0.079 0.693
C -0.006 0.481 0.152
S 0.306 -0.371 -0.243
H -0.793 -1.065 0.071
C 0.368 0.943 -1.538
H 0.494 0.628 0.825
H -1.258 0.045 1.324
H 0.668 0.302 0.581
O 2.441 -0.774 0.190
C 2.762 -0.195 -0.544
Cr 2.078 -0.092 0.486
O -1.080 0.281 1.702
Cl 0.056 0.213 0.005
C -0.668 -0.828 -0.185
C -1.234 -0.438 0.242
C -1.508 0.376 -0.228
N 0.730 -1.041 -0.534
C 0.548 -0.591 -0.888
H -0.831 0.036 -0.147
O -0.095 0.635 -0.792
O -0.399 -0.155 -0.206
C -0.919 1.370 -0.270
C 0.014 1.238 0.281
H 0.609 -1.366 0.283
O 0.847 -0.434 -0.687



3.
Molecular formula: C4H9NO2
Method: DFT, ωB97M-V/def2-TZVPD

Output
Energy above the lowest of the compared OMol25 structures with the same formula, charge and spin = 32.65 kcal/mol
Kohn-Sham gap = 10.25 eV
SMILES string = C[C@@H](O)CNC=O
Highest occupied orbital energy = -9.610 eV

Element x y z (Å)
1 C -0.582 -0.027 -0.408
2 O -0.757 1.233 -0.986
3 H -0.378 1.028 1.498
4 H -1.593 -1.918 -0.147
5 O 1.663 1.572 -0.792
6 H 1.874 -0.734 1.339
7 C -1.829 -0.894 -0.468
8 H -2.208 -0.905 -1.490
9 H -0.330 -0.746 1.660
10 H 0.185 1.595 -0.980
11 C -0.039 0.100 1.038
12 N 1.407 0.074 0.954
13 H 2.941 0.097 -0.333
14 H 0.265 -0.542 -0.929
15 C 2.001 0.588 -0.141
16 H -2.622 -0.521 0.186

Force components x, y, z for each atom (eV/Å):
C 0.135 -0.405 0.207
O -0.160 -0.090 0.005
H -0.167 -0.010 -0.032
H -0.038 0.213 -0.165
O 0.652 -0.639 0.204
H -0.063 0.078 -0.107
C 0.048 0.150 -0.090
H -0.030 -0.099 0.042
H -0.138 0.063 0.030
H -1.322 0.096 -0.179
C -0.259 -0.004 -0.011
N 0.258 -0.109 -0.178
H 0.772 -0.162 -0.304
H -0.830 -0.123 -0.081
C 1.065 0.920 0.708
H 0.079 0.121 -0.051



4.
Molecular formula: C3H4ClNS
Method: DFT, ωB97M-V/def2-TZVPD

Output
Energy above the lowest of the compared OMol25 structures with the same formula, charge and spin = 11.31 kcal/mol
Kohn-Sham gap = 10.36 eV
SMILES string = N#C[C@@H](S)CCl
Highest occupied orbital energy = -9.812 eV

Element x y z (Å)
1 H -0.919 -0.373 1.255
2 C -0.485 -0.130 0.327
3 H 1.181 1.132 1.117
4 H -0.110 -1.408 -1.505
5 Cl 1.956 0.066 -0.927
6 C 1.039 0.161 0.555
7 S -1.013 -1.523 -0.642
8 N -1.815 1.763 -0.972
9 H 1.351 -0.672 1.173
10 C -1.184 0.985 -0.384

Force components x, y, z for each atom (eV/Å):
H -0.619 0.455 1.389
C 0.539 1.949 -1.638
H -0.130 -1.047 -0.934
H 1.921 0.201 -2.140
Cl 0.356 0.381 -0.383
C -1.380 -0.251 0.943
S -1.469 -1.803 1.509
N 1.044 -0.937 0.827
H 0.399 0.049 0.227
C -0.661 1.004 0.201



5.
Molecular formula: C11H14F4GaN2O2
Method: DFT, ωB97M-V/def2-TZVPD

Output
Kohn-Sham gap = 8.51 eV
Net charge = -1
Highest occupied orbital energy = -5.216 eV

Element x y z (Å)
1 C 3.159 -2.200 0.098
2 H -5.666 1.265 -0.495
3 H 2.328 -2.805 0.479
4 H 1.818 3.299 0.656
5 N 3.852 -1.576 1.238
6 N 0.642 -0.313 1.549
7 H 3.450 -0.525 -1.224
8 C 2.173 2.644 -0.142
9 H 1.319 0.254 2.049
10 C -4.701 0.211 1.116
11 Ga 0.991 -0.194 -0.338
12 H -1.626 -1.210 0.932
13 C 2.640 -1.204 -0.939
14 O -0.435 -1.051 -1.287
15 C -2.601 -0.195 -0.680
16 H -3.479 -0.872 2.522
17 C -2.519 -0.691 0.619
18 O -1.633 0.067 -2.814
19 F 2.826 3.400 -1.074
20 C -1.498 -0.398 -1.701
21 C 0.998 1.835 -0.741
22 F -0.134 2.461 -0.188
23 H 4.850 -1.593 1.083
24 H 0.780 -1.259 1.888
25 C -3.567 -0.489 1.512
26 H 3.855 -2.910 -0.363
27 H -3.781 0.898 -2.081
28 C -4.788 0.714 -0.181
29 H 2.358 -1.753 -1.845
30 F 3.121 1.795 0.391
31 C -3.740 0.514 -1.072
32 H -5.512 0.369 1.817
33 H 3.576 -0.605 1.310
34 F 0.943 2.119 -2.092

Force components x, y, z for each atom (eV/Å):
C 0.007 0.043 -0.058
H -0.006 0.005 0.013
H 0.011 0.017 0.010
H 0.072 -0.016 0.005
N -0.036 -0.188 0.068
N -0.086 -0.002 -0.251
H 0.028 0.013 -0.010
C 0.148 -0.105 -0.187
H -0.035 0.009 0.109
C 0.120 -0.052 -0.070
Ga 0.646 -0.225 0.181
H 0.004 0.010 0.001
C -0.269 -0.033 -0.134
O -0.295 0.315 0.064
C -0.301 -0.077 0.047
H -0.056 0.018 0.017
C -0.165 0.072 -0.148
O -0.041 -0.199 -0.211
F -0.147 -0.136 0.233
C 0.260 0.273 0.297
C -0.261 0.212 -0.109
F 0.187 -0.123 -0.224
H 0.051 0.133 -0.061
H 0.071 -0.017 0.067
C 0.059 0.087 -0.194
H 0.015 -0.021 0.060
H 0.019 -0.004 -0.025
C 0.206 -0.102 0.056
H -0.037 0.048 -0.010
F -0.188 0.163 -0.066
C 0.016 -0.108 0.226
H -0.006 0.005 -0.012
H -0.036 0.033 0.036
F 0.043 -0.047 0.283



6.
Molecular formula: C4H4N2O
Method: DFT, ωB97M-V/def2-TZVPD

Output
Energy above the lowest of the compared OMol25 structures with the same formula, charge and spin = 96.03 kcal/mol
Kohn-Sham gap = 9.97 eV
SMILES string = N#CC(=O)N1CC1
Highest occupied orbital energy = -10.688 eV

Element x y z (Å)
1 N 0.083 -0.921 -0.395
2 N 0.905 2.094 0.078
3 H -0.473 1.248 -0.677
4 H -0.389 -0.057 1.624
5 H -1.825 -1.314 0.968
6 C 1.352 -0.443 -0.078
7 O 2.432 -1.038 -0.063
8 C -0.828 0.200 -0.755
9 H -1.481 -0.213 -1.493
10 C -1.021 -0.515 0.703
11 C 1.246 0.959 0.088

Force components x, y, z for each atom (eV/Å):
N -1.284 0.134 0.659
N 2.275 -3.443 0.623
H -1.283 -1.363 -0.924
H -2.216 -0.785 -2.226
H 1.807 1.501 -0.853
C 2.740 -2.504 -0.299
O -2.780 0.981 0.163
C -1.431 -2.127 3.255
H -0.589 0.475 -0.362
C 2.210 0.465 -0.865
C 0.550 6.666 0.829



> What is the formula in the second record?

C9H10Cl2CrNO6S